72
Properties=species:S:1:pos:R:3:forces:R:3:lowdin_charge:R:1 method="wB97M-V/def2-TZVPD" homo_energy_ev=-9.6375 smiles=COCCOC.COCCOC.ClCCCl.ClCCCl.ClCCCl.ClCCCl.ClCCCl e_above_lowest_ev=3.045
C 5.12283 4.79187 -2.60775 -0.37 -0.53 1.50 -0.639
H -5.73910 -3.68352 1.75536 0.28 -0.76 -0.67 0.062
C 0.61971 0.14660 1.16160 -0.56 0.25 0.00 -0.597
Cl -6.74677 4.30618 7.46425 -0.17 -0.09 0.58 0.500
H -2.19121 5.55438 -3.36875 -0.17 -0.09 0.11 0.122
H -2.43519 -9.95802 -3.92654 -0.22 0.09 -0.45 0.085
H -7.65617 2.26475 6.72129 0.19 -0.20 0.14 0.070
H 3.94571 5.04704 -0.72373 -0.06 -0.44 -0.33 0.065
H 1.11954 -0.79583 1.38541 -0.25 0.24 0.56 0.060
Cl -0.43294 2.56019 1.85570 -0.74 1.09 -0.61 0.577
C -3.72922 -4.76296 1.24605 -1.37 1.46 0.48 -0.575
H 7.90362 -1.05401 4.82526 -0.76 0.70 0.59 0.064
H 0.01170 8.31474 -1.29202 -0.07 0.48 0.13 0.085
H -6.16232 2.86406 5.91961 0.00 -1.11 -0.11 0.044
H 0.11523 4.13408 -5.81079 -0.66 0.07 -0.35 0.082
C 0.55449 8.19632 -2.22983 -0.45 -0.06 -0.09 -0.126
O -0.39310 -5.61879 -3.84622 -2.17 -1.94 0.61 -0.181
C 7.54587 -1.69497 5.63105 -0.07 -0.79 0.19 -0.623
H 1.59930 8.01692 -1.97627 -0.01 -0.24 -0.24 0.080
C 0.40896 1.13183 2.33416 2.02 -0.60 0.24 -0.703
H -4.81544 -4.56898 3.01944 -0.62 0.10 0.01 0.041
O -1.35204 5.54299 -5.25100 1.68 -1.69 -0.62 -0.187
H -1.01737 3.54996 -4.53374 -0.38 0.00 -0.29 0.081
H 7.75277 -1.43420 6.66897 -0.75 1.17 -0.38 0.056
C -1.98194 6.21318 -4.21154 0.89 1.02 0.74 -0.221
Cl -2.37007 -5.47960 2.28533 -1.39 0.80 -1.28 0.490
H -1.01634 -8.00698 -4.77404 0.65 -0.51 -0.95 0.134
H 0.21439 -9.01794 -3.83612 0.36 0.18 -0.28 0.125
H 0.58586 -6.85348 -2.52769 0.18 0.04 0.19 0.128
H -0.30218 -3.63611 -3.64184 0.15 0.00 0.51 0.092
H 4.64871 3.84749 -2.87505 0.33 -0.08 -0.06 0.065
H -4.35899 -5.51046 0.76362 0.59 -0.57 0.22 0.071
H 1.09282 -4.53411 -2.83452 -0.25 0.05 0.32 0.090
Cl -4.18679 -2.37744 2.75733 0.50 0.10 -0.21 0.498
O -1.50906 -8.41244 -2.95040 -0.39 0.63 1.83 -0.176
C -4.74891 -3.95631 2.12038 1.06 -0.74 1.31 -0.655
C -6.63000 2.60148 6.86851 0.33 1.13 -0.30 -0.643
H 0.29858 4.62070 -4.20261 -0.19 0.62 0.32 0.072
Cl 8.81000 -2.94605 5.54330 0.38 -1.24 -0.39 0.529
H -1.04510 8.11510 -4.56327 0.74 0.16 0.08 0.119
C -0.47581 -8.17433 -3.84242 -1.46 2.11 -0.42 -0.214
H -0.11244 0.77729 3.22329 -0.14 -0.81 -0.48 0.070
Cl -4.01365 2.02455 7.47652 -0.62 0.26 0.56 0.491
H 6.07347 -3.24071 6.02109 -0.14 0.33 0.35 0.064
Cl 4.75077 -1.28344 5.65680 -0.03 0.48 0.55 0.545
C -0.47742 4.40643 -4.93747 -0.03 1.01 0.38 -0.067
H -5.82866 0.69041 7.40412 -0.66 -0.04 0.67 0.059
O -0.00846 7.10219 -2.91673 -1.09 -0.11 -1.64 -0.208
Cl 5.85048 3.75142 -0.07482 -0.60 0.60 -0.62 0.476
H -2.89924 6.57188 -4.67845 -0.26 0.15 0.41 0.121
C 0.23456 -6.84552 -3.55949 1.11 -0.62 -0.10 -0.200
C -1.93404 -9.72109 -2.98803 -0.42 -0.90 -0.72 -0.138
H 5.39100 5.97488 -0.78801 0.31 -0.16 -0.10 0.058
H -1.06741 -10.38220 -2.98701 0.03 -0.43 0.57 0.083
H 4.58164 5.56629 -3.15134 0.42 0.22 0.04 0.072
H 0.92305 -4.41093 -4.59534 0.75 0.58 0.01 0.086
Cl 1.65060 0.76421 -0.23150 -0.73 0.06 0.93 0.471
C 4.97634 5.00900 -1.07649 0.39 0.20 -0.10 -0.623
H -6.09077 1.91896 8.81133 0.44 -0.52 -0.01 0.071
C -1.20998 7.48555 -3.68887 0.04 -1.83 0.70 -0.149
H -2.67281 -9.94495 -2.21848 0.42 0.18 0.30 0.093
C -5.79480 1.71191 7.78292 0.50 0.58 -1.54 -0.591
H -3.42121 -4.07160 0.46168 0.96 -0.38 0.13 0.066
Cl 6.86145 4.73331 -3.01438 -0.44 0.18 -0.32 0.526
C 6.15142 -2.32976 5.42762 0.79 -0.63 -0.89 -0.693
H 1.07682 -6.95745 -4.24226 0.73 0.28 0.06 0.120
H -1.88516 8.00888 -3.01185 -0.14 0.15 0.10 0.113
C 0.37694 -4.48860 -3.65522 0.52 0.27 -1.46 -0.127
H 1.37555 1.45804 2.71809 0.12 0.01 -0.12 0.062
H 6.00055 -2.65988 4.39984 0.57 -0.01 -0.04 0.058
H 0.47923 9.07646 -2.86841 0.14 0.34 0.28 0.084
H -0.39184 -0.03886 0.80038 0.27 -0.24 -0.52 0.059

=====

49
Properties=species:S:1:pos:R:3:forces:R:3:lowdin_charge:R:1 method="wB97M-V/def2-TZVPD" homo_energy_ev=-8.1980 smiles="Cn1cc([N+](=O)[O-])c(C(=O)Nc2ccn([C@]34C[C@H]5C[C@H](C[C@H](C5)C3)C4)n2)n1" e_above_lowest_ev=3.591
H -2.69140 -5.42541 -0.47008 -0.04 -0.06 0.01 0.120
C 4.18023 4.69292 1.98830 -0.06 -0.69 -0.15 0.036
H -0.05702 -2.27082 0.77994 -0.01 0.02 0.03 0.119
O 3.40626 1.34712 1.11851 0.02 -0.19 -0.03 0.073
H -0.29212 -5.39318 -1.26617 0.04 -0.06 -0.01 0.120
C -2.61061 -4.36347 -0.22879 0.04 0.02 -0.01 -0.121
C 3.44929 3.57235 1.59350 -0.36 1.74 0.25 -0.075
C 2.12414 4.06608 1.36264 0.65 0.03 0.17 -0.090
H -3.60681 -1.81534 -0.25786 -0.04 0.07 0.03 0.127
C -0.28858 1.43873 0.24898 -0.88 -0.36 -0.28 -0.290
H -3.28705 0.54653 -0.61659 -0.20 -0.10 -0.07 0.113
C -1.07720 -2.53995 0.50384 0.01 -0.13 -0.07 -0.075
H -1.72947 -2.30917 1.34968 -0.02 0.07 0.04 0.131
H -0.85306 -1.40454 -2.74778 -0.01 0.08 -0.01 0.131
H -0.87185 -4.61854 1.02211 -0.01 0.05 -0.04 0.141
O -0.16939 4.20129 0.87076 0.02 -0.07 -0.01 0.080
N 3.33798 5.72375 1.97735 0.33 -0.85 -0.08 -0.182
C -1.49669 -1.69935 -0.70810 0.17 -0.24 -0.02 -0.393
H 0.45352 -1.74433 -1.60711 0.00 0.03 -0.02 0.119
H 4.37159 7.50155 1.63846 -0.06 -0.03 0.01 0.096
H -2.17751 -4.89463 -2.87486 -0.03 -0.05 -0.05 0.120
H -4.05808 -3.76528 -1.71154 0.07 0.05 0.03 0.141
H -2.40127 -3.25477 -3.48867 -0.02 0.00 -0.07 0.120
C -3.02438 -3.52579 -1.43774 -0.22 -0.08 -0.07 -0.289
C 3.61091 7.09343 2.30482 0.15 0.64 0.16 0.001
H -2.01719 2.83032 0.16480 -0.12 0.15 0.01 0.089
H 0.78868 -4.09532 -0.74863 0.08 -0.03 0.01 0.122
N -1.35098 -0.29541 -0.36683 -0.35 0.48 0.03 -0.093
C -0.56620 -2.01240 -1.88612 -0.01 -0.15 0.01 -0.075
C -2.10083 -3.83689 -2.61450 0.03 0.01 0.03 -0.121
H 0.00326 -3.71456 -3.07356 -0.03 0.03 0.05 0.141
N -0.14730 0.14372 -0.00207 0.78 0.21 0.22 0.152
C -1.17071 -4.02294 0.15288 0.04 -0.15 0.19 -0.290
H -3.24410 -1.44248 -1.95334 -0.03 0.07 -0.01 0.127
N 2.11980 5.36310 1.60996 -0.92 0.10 -0.21 0.162
O 5.23045 2.23925 1.81287 0.15 -0.10 0.02 0.089
N 0.81752 2.16501 0.65595 0.32 -0.34 0.00 0.162
C -2.93576 -2.03776 -1.09075 0.06 0.02 0.02 -0.087
C -2.26095 0.69791 -0.35415 0.08 0.10 0.04 -0.049
C -0.24200 -4.33011 -1.02073 -0.04 0.02 0.00 -0.119
H 1.67130 1.61452 0.73403 -0.06 0.41 0.07 0.103
C -0.66138 -3.49682 -2.23066 0.12 -0.06 -0.21 -0.291
H -3.27755 -4.15999 0.61209 -0.05 -0.03 0.05 0.120
H 2.68221 7.64671 2.18279 0.08 -0.06 0.01 0.098
C 0.80886 3.48653 0.93916 -0.24 -0.13 -0.09 -0.413
C -1.61729 1.84772 0.04039 0.04 0.06 0.02 0.008
N 4.05791 2.30557 1.50077 0.38 -0.51 0.00 -0.347
H 3.95595 7.17843 3.33580 -0.05 -0.02 -0.05 0.096
H 5.21489 4.76673 2.25628 0.17 0.05 0.05 0.141

=====

30
Properties=species:S:1:pos:R:3:forces:R:3:lowdin_charge:R:1 method="wB97M-V/def2-TZVPD" homo_energy_ev=-10.3791 smiles="CC(C)C(CC1(C#N)N=N1)C(C)C" e_above_lowest_ev=3.932
C 0.80703 1.51967 1.46522 1.41 0.60 -1.50 -0.054
H 0.69915 0.76240 2.20172 0.44 -0.98 0.51 0.061
N 2.12603 0.62709 -3.10723 -0.17 -0.01 0.37 0.169
H 0.88700 2.44932 2.02558 -0.92 0.40 -0.17 0.079
H 1.80176 1.58457 0.92183 -0.76 -1.01 0.88 0.088
C -0.25478 1.39246 0.37946 -2.08 -0.34 0.13 -0.418
N 4.14462 0.01739 -0.21264 1.90 0.14 1.84 0.181
C -2.23895 -0.79930 1.67353 -0.98 0.18 1.32 -0.102
H -2.42560 -2.30795 -0.54924 0.88 -0.29 0.81 0.105
H -0.30652 -1.45668 1.47939 0.93 0.07 0.16 0.111
H 1.15079 -1.22073 -0.05851 0.89 0.14 -1.28 0.095
N 2.18699 -0.57880 -3.24485 0.84 -0.15 -0.36 0.145
C -1.48069 -2.48591 0.05249 -1.71 0.87 0.52 -0.080
C 3.31299 -0.10342 -0.96700 -0.41 0.06 -1.88 -0.215
H -2.14875 0.17684 2.15599 0.19 -0.05 -0.03 0.067
C 0.82642 -0.69660 -0.99621 -0.26 -1.26 -0.02 -0.021
H -3.24593 -0.83504 1.26003 0.12 0.26 -0.87 0.074
H -0.72941 -2.66624 -0.64742 1.14 -1.11 -1.01 0.015
H 0.99804 2.61338 -0.79040 2.42 0.28 0.11 0.037
H -1.25195 1.68275 0.78833 0.57 -0.36 0.06 0.128
H -1.23697 0.10819 -1.10739 0.45 0.00 1.32 0.140
C -0.00952 2.38024 -0.71607 -0.88 2.90 0.23 -0.100
H 0.40863 -1.53142 -1.70781 0.91 1.70 1.19 0.109
H -2.39163 -1.53437 2.49859 0.67 0.33 -0.37 0.091
H -0.43380 3.43557 -0.51315 0.20 -1.71 -0.17 0.118
C -0.51014 -0.02151 -0.24263 0.49 -0.75 -1.16 -0.188
C -1.08039 -1.19078 0.78445 -0.34 0.85 -1.26 -0.382
H -1.63014 -3.32832 0.77571 0.15 0.69 -0.77 0.099
H -0.21071 2.15551 -1.73588 -1.01 -0.72 -0.73 0.063
C 2.23644 -0.14830 -1.86588 -5.06 -0.74 2.12 -0.413

=====

109
Properties=species:S:1:pos:R:3:forces:R:3:lowdin_spin:R:1 method="wB97M-V/def2-TZVPD" spin_multiplicity=4 homo_energy_ev="-6.1053 / -6.1712" e_above_lowest_ev=0.426
C 3.15680 -0.06180 -1.40750 0.40 -0.02 -0.62 0.001
H -1.02400 2.18870 0.29240 0.16 0.05 0.03 0.002
H 3.32830 -3.42120 -1.78810 0.02 -0.02 -0.03 0.000
H -6.74660 -1.31600 0.73870 -0.13 0.09 -0.16 0.000
H -4.38620 0.39610 -4.41490 -0.18 -0.25 -0.08 0.000
Si -4.29720 -1.72970 1.30420 -0.18 -1.31 0.81 0.001
C -3.80720 0.65370 -3.53300 0.02 -0.11 0.80 0.000
H -0.62780 -6.79530 -2.29720 -0.04 -0.22 -0.11 0.000
C 0.76440 0.37010 2.14310 0.00 -0.31 -0.16 0.064
C 7.16840 0.29490 1.26200 -0.13 -0.13 -0.03 0.000
H -2.86560 2.76280 2.20370 0.17 0.01 -0.05 0.000
C -4.11620 3.30550 -0.63490 -0.05 -0.78 0.19 0.000
H -4.41670 3.09700 -1.65710 -0.04 -0.03 -0.19 0.000
H -2.77210 0.73550 -3.84540 0.23 -0.02 -0.03 0.000
H -3.58130 -3.07860 -2.83750 -0.12 -0.21 0.11 0.000
C 0.78290 0.14780 4.93950 -0.08 -0.01 -0.08 0.004
C -6.41900 1.69750 0.61250 0.71 -0.22 -0.11 0.000
H -4.66430 -3.57600 -0.35360 -0.23 -0.02 -0.17 0.000
N -0.14150 0.27620 -1.99180 0.24 -0.34 -0.04 0.020
C -0.62510 -5.31500 0.69950 0.03 0.34 0.24 0.008
C -0.70640 1.59570 -2.25550 0.08 0.63 0.09 0.003
C -0.70720 -6.45390 -0.12670 -0.04 -0.24 -0.28 0.001
H -4.13090 1.63930 -3.21560 -0.07 0.22 0.04 0.000
C 3.24470 -1.29600 -2.07320 -0.09 0.12 0.29 0.003
H -6.55650 -2.72110 1.76180 0.15 -0.23 0.03 0.000
C 5.50940 1.72230 2.28860 -0.07 0.02 -0.13 0.000
H -6.21740 -1.74520 -1.44830 -0.09 -0.15 0.17 0.000
C 3.72950 -1.32770 -3.36940 0.17 0.17 -0.21 0.000
C 5.83190 0.69180 1.40720 0.37 0.25 0.36 0.000
H -6.45960 -1.11670 2.45750 -0.02 0.16 0.15 0.000
H -4.02620 -2.47790 3.69600 -0.23 -0.16 -0.04 0.000
C 7.51790 -0.79850 0.29650 -0.01 0.09 0.06 0.000
H 3.96460 -0.09510 2.80430 -0.02 0.01 -0.19 0.000
H -2.48130 -1.96080 3.03580 0.09 0.00 -0.07 0.002
H 4.57390 -0.23130 -4.99880 0.00 0.04 -0.12 0.000
N 3.17430 0.01820 2.18670 0.37 -0.18 0.15 0.005
H 0.77560 0.04010 6.01540 0.06 0.00 0.09 0.000
H 4.49170 2.07550 2.34390 -0.08 0.03 0.07 0.000
S -0.40850 -4.45190 -1.67850 0.00 -0.17 0.58 0.002
H -6.81490 1.21030 -0.27410 -0.08 -0.10 -0.14 0.000
C -3.87990 2.37300 2.25750 -0.14 -0.44 -0.58 0.000
H -6.15240 -1.62670 -3.19390 0.13 -0.08 -0.24 0.000
H 8.56530 2.36170 3.55380 0.13 0.06 0.07 0.000
C -0.40700 0.48540 2.88970 0.09 0.26 0.21 0.017
C -0.44670 -4.14100 0.02850 0.13 0.31 -0.45 0.021
H -4.64060 4.20510 -0.32570 -0.13 0.08 0.22 0.000
Te -0.22670 -2.26460 0.99920 -0.14 -1.08 0.24 0.088
H -3.05270 3.53090 -0.64220 0.22 0.03 0.00 0.000
H 7.36940 -0.46420 -0.73240 0.01 -0.09 -0.12 0.000
C -0.61050 -6.14570 -1.44420 0.08 0.21 -0.31 0.005
C 1.97980 0.04600 4.24980 0.12 0.00 -0.01 0.002
H -0.81970 -7.45900 0.24480 -0.06 -0.13 0.01 0.000
H 4.01500 0.53630 4.84160 0.07 0.01 -0.01 0.000
H -0.80130 -0.44610 -2.26900 0.14 -0.06 0.15 0.000
H -2.95360 -3.37990 -0.02240 0.17 -0.04 -0.05 0.001
C 4.16700 -0.17430 -4.00070 -0.07 -0.04 -0.09 0.003
C -3.54460 -1.73360 3.06640 0.02 0.22 -0.72 0.002
C 1.94350 0.14570 2.85230 -0.80 0.32 0.20 0.015
H 1.74020 -2.69160 -1.54910 -0.01 -0.12 0.14 0.001
H 3.66460 -1.19920 4.71370 0.14 -0.05 0.06 0.000
H -0.65180 1.88720 -3.31350 -0.14 -0.12 0.14 0.001
H 0.70380 0.14230 -2.53970 0.00 -0.07 -0.09 0.000
H 6.88600 -1.67060 0.46560 0.00 -0.09 -0.06 0.000
C 8.13620 0.92600 2.02640 -0.07 0.08 0.03 0.000
C 4.08390 1.04300 -3.34380 0.10 0.01 -0.14 0.000
C 3.58140 1.09830 -2.05730 -0.15 -0.13 0.14 0.003
H 8.55700 -1.09770 0.40610 0.04 0.00 -0.02 0.000
C -6.19730 -1.71010 1.58680 0.58 0.44 -0.31 0.000
As -3.21970 -0.08350 -0.02430 -0.51 0.43 -0.10 0.003
C -3.01550 -2.15350 -2.83300 -0.24 0.45 0.51 0.000
H 5.12800 -0.24590 -0.28690 -0.09 0.10 0.11 0.000
N -0.05520 2.21820 -0.02690 -0.05 -0.02 -0.04 0.046
H 9.17160 0.64140 1.90280 0.07 -0.09 0.01 0.000
H -6.73210 1.11960 1.47600 -0.03 -0.15 0.13 0.000
H 3.52660 2.04070 -1.53360 -0.01 0.13 0.12 0.000
Si -4.04870 -0.68190 -2.16730 -0.38 -0.29 -1.28 0.000
H 2.96770 -2.48160 -0.31730 -0.07 -0.16 0.03 0.000
C 0.02370 2.63890 -1.41540 -0.28 0.09 -0.29 0.003
C 3.25310 -0.23020 5.00380 -0.16 0.03 -0.05 0.000
C -5.90960 -1.10890 -2.27070 0.61 0.13 0.35 0.000
H -3.65740 -0.76910 3.55640 -0.08 0.18 0.06 0.000
H -1.34710 0.66560 2.37020 -0.02 -0.11 0.08 0.003
C 2.80990 -2.55010 -1.39170 -0.07 -0.04 0.05 0.001
H 3.77890 -2.27940 -3.88260 0.05 -0.04 -0.02 0.000
H -0.69790 -5.34430 1.77160 0.04 -0.04 0.25 0.001
H -4.50160 3.14250 2.70500 -0.21 0.16 -0.05 0.000
H -3.86440 1.52620 2.93900 0.02 -0.13 0.15 0.000
C 3.49090 0.05120 0.88240 0.33 -0.28 0.02 0.004
H 0.46320 2.84280 0.58000 -0.04 -0.23 0.14 0.002
H -2.68020 -1.98000 -3.85170 -0.03 0.18 -0.20 0.000
C -3.93880 -3.39000 0.43240 0.05 0.77 0.05 0.001
C 6.48350 2.30490 3.07590 0.06 -0.02 -0.03 0.000
Co 0.58100 -0.01660 0.16680 0.12 0.82 -0.05 2.614
H -6.51170 -0.20550 -2.23650 -0.08 0.19 0.05 0.000
C 7.80090 1.90500 2.94700 0.08 0.08 0.07 0.000
H -2.13190 -2.32770 -2.22400 0.09 -0.08 0.12 0.000
H -6.88490 2.67630 0.68620 0.09 0.25 0.01 0.000
Si -4.50930 1.82590 0.53000 -0.41 1.10 0.35 0.000
N 4.85680 0.05220 0.64000 -0.22 -0.20 -0.39 0.001
N 2.64440 -0.02000 -0.09820 -0.36 0.27 -0.01 0.037
H 4.42400 1.94670 -3.82750 0.02 0.08 -0.04 0.000
H -1.32990 0.41930 4.82820 -0.12 0.05 0.05 0.000
H -0.42260 3.63080 -1.59390 0.14 -0.18 -0.07 0.002
H -3.96590 -4.22980 1.11870 -0.07 -0.09 0.26 0.000
C -0.40680 0.36830 4.26810 -0.24 0.05 0.13 0.003
H 3.03400 -0.25800 6.06880 0.12 -0.05 0.05 0.000
H 1.07930 2.67170 -1.70080 -0.04 0.07 -0.01 0.000
H 6.20490 3.07580 3.77880 0.02 0.09 0.03 0.000
H -1.75520 1.58890 -1.93530 0.16 -0.03 -0.19 0.000